[1]
This record from the OMol25 dataset describes 14 unconnected molecules or ions with the total composition C8H40O13. The level of theory is ωB97M-V/def2-TZVPD.

Output
- HOMO (spin up / spin down) (eV) = 0.3 / -6.7
- orbital gap (spin up / spin down) (Ha) = 0.0731 / 0.3295
- charge = -1
- spin multiplicity = 2

Each line ends with the Mulliken charge.
Atoms and positions in Å:
C (-0.78763, 4.16433, -1.17953)  -1.520
C (-1.04650, 2.93308, -2.09356)  -0.135
C (0.10125, 1.94440, -2.11093)  -0.825
C (-0.21198, 0.55640, -1.52911)  1.225
C (-0.76028, -0.42607, -2.26281)  -0.351
C (-1.19296, -0.45335, -3.73505)  -1.452
C (1.06014, -0.25506, 0.44733)  -0.189
C (0.09836, 0.48887, -0.08895)  -1.402
H (-0.90652, 5.11069, -1.72776)  0.352
H (-1.28163, 4.29294, -0.20623)  0.319
H (0.24540, 4.20324, -0.84928)  0.389
H (-0.98030, 3.27159, -3.13357)  0.518
H (-1.99936, 2.53285, -1.79058)  0.110
H (0.97092, 2.23558, -1.50235)  0.572
H (0.59733, 1.76472, -3.10431)  -0.354
H (-0.99399, -1.43576, -1.93057)  0.419
H (-2.27864, -0.42921, -3.72656)  0.428
H (-0.88330, -1.40340, -4.21299)  0.386
H (-0.84725, 0.40840, -4.37411)  0.281
H (1.84730, -0.60151, -0.19981)  0.679
H (1.21203, -0.24510, 1.54924)  0.128
H (-0.59413, 1.13408, 0.45181)  -0.006
H (4.08229, -0.05985, 3.00471)  0.253
H (3.95177, 0.09564, 1.41161)  0.413
O (3.46397, 0.01916, 2.26776)  -0.760
H (-3.71270, 1.14246, 0.67418)  0.277
H (-2.49416, 1.32564, -0.30061)  0.151
O (-2.82213, 1.50924, 0.58762)  -0.677
H (-0.29612, -3.79526, 1.31678)  0.355
H (1.00957, -3.01649, 1.26901)  0.207
O (0.64682, -3.90051, 1.12169)  -0.648
H (1.03000, 1.42112, 4.04892)  0.243
H (2.35664, 0.70086, 3.41114)  0.399
O (1.69363, 0.73510, 4.12962)  -0.524
H (-4.35669, -1.25210, 1.92509)  0.380
H (-3.70495, -1.24506, 3.21552)  0.328
O (-4.09871, -1.89854, 2.61303)  -0.819
H (-2.89580, -3.11068, 1.84527)  0.363
H (-2.03625, -3.99472, 2.74329)  0.297
O (-2.55496, -4.02260, 1.93117)  -0.748
H (1.49093, -5.21869, -1.55978)  0.271
H (0.77867, -4.06603, -0.68968)  0.397
O (1.19590, -4.30425, -1.54908)  -0.662
H (2.26959, -2.89963, -1.17926)  0.293
H (2.88004, -3.06389, 0.23863)  0.307
O (3.02386, -2.62811, -0.60647)  -0.675
H (-0.08303, 2.46925, 1.56875)  0.303
H (0.68877, 2.85309, 2.65223)  0.199
O (0.08419, 3.31100, 2.03709)  -0.582
H (0.50883, -0.88974, 4.01255)  0.305
H (0.22445, -2.11605, 4.82627)  0.302
O (0.02789, -1.73468, 3.95702)  -0.581
H (4.18428, -1.36573, 0.32013)  0.335
H (5.29975, -0.59503, -0.58878)  0.315
O (4.93382, -0.74975, 0.28167)  -0.699
H (1.81721, 1.04602, -3.53809)  0.341
H (2.43873, 1.22067, -4.91921)  0.323
O (2.42536, 0.61872, -4.16812)  -0.693
H (-5.03565, 2.49208, -1.11367)  0.327
H (-4.60617, 2.89520, 0.29459)  0.315
O (-5.17793, 2.28040, -0.18292)  -0.504

***

[2]
This record from the OMol25 dataset describes a molecular structure, C8H4Cl6O9P2Ti. The level of theory is ωB97M-V/def2-TZVPD.

Output
- energy above the lowest of the compared OMol25 structures with the same formula, charge and spin (kcal per mole) = 46.9
- HOMO (eV) = -1.7
- orbital gap (Ha) = 0.2036
- charge = -2

Each line ends with the Mulliken charge.
Atoms and positions in Å:
Ti (-0.36258, 0.30118, -0.13522)  -0.018
Cl (2.86757, 1.38018, 0.43640)  -0.156
C (2.74330, -0.28954, 0.01967)  1.123
C (1.51165, -0.81798, -0.37708)  -1.040
C (1.49684, -2.17189, -0.70977)  1.412
Cl (0.03407, -2.90464, -1.28987)  -0.182
C (2.62767, -2.98349, -0.62457)  -0.438
Cl (2.55866, -4.66347, -1.02770)  -0.213
C (3.83232, -2.42524, -0.21264)  0.651
Cl (5.24325, -3.41609, -0.07839)  -0.217
C (3.89830, -1.07167, 0.09525)  -0.473
Cl (5.40881, -0.37833, 0.56410)  -0.196
O (-3.93484, 0.17861, -2.36241)  -0.575
P (-2.80764, 0.02212, -1.24803)  1.063
O (-1.42533, -0.13592, -1.85770)  -0.425
O (-2.80620, 1.12793, -0.23863)  -0.720
O (-3.21360, -1.34711, -0.53545)  -0.300
P (-2.67393, -1.59479, 1.01655)  0.802
O (-3.51763, -0.52794, 1.83861)  -0.553
O (-2.96284, -2.96745, 1.42286)  -0.734
O (-1.21379, -1.10078, 0.97930)  -0.259
H (-4.24936, 1.09026, -2.35476)  0.322
H (-3.36407, 0.35603, 1.44805)  0.423
Cl (2.26436, 5.88934, 1.61282)  -0.978
C (-0.42212, 3.80924, 0.79395)  -1.075
C (-0.22297, 2.54488, 0.46335)  1.178
O (-0.00120, 2.01831, -0.77584)  -0.429
O (-0.20994, 1.45277, 1.29805)  -0.472
H (-0.46020, 4.55922, 0.02209)  0.237
H (-0.63857, 4.06624, 1.81703)  0.243

***

[3]
This record from the OMol25 dataset describes a single C8H4F2O3 molecule. The level of theory is ωB97M-V/def2-TZVPD.

Output
- energy above the lowest of the compared OMol25 structures with the same formula, charge and spin (kcal per mole) = 25.3
- SMILES = O=Cc1cccc2c1OC(F)(F)O2
- HOMO (eV) = -9.2
- orbital gap (Ha) = 0.3555
- charge = 0

Each line ends with the Mulliken charge.
Atoms and positions in Å:
O (-2.73327, -1.14203, -1.68682)  -0.426
C (-1.95564, -0.23967, -1.53081)  -0.277
C (-1.15241, -0.01657, -0.34336)  0.174
C (-1.66157, 0.46400, 0.89163)  -0.592
C (-0.81186, 0.67407, 2.01220)  -0.555
C (0.60096, 0.30394, 1.86154)  -0.722
C (1.11575, -0.05330, 0.64732)  0.354
C (0.25060, -0.11915, -0.48510)  0.947
O (0.88348, -0.41051, -1.57298)  -0.413
C (2.24674, -0.44994, -1.21440)  0.913
F (2.89998, 0.54826, -1.84142)  -0.255
F (2.79156, -1.56253, -1.69146)  -0.241
O (2.35444, -0.46014, 0.22600)  -0.404
H (-2.16616, 0.63148, -2.16480)  0.336
H (-2.73975, 0.42351, 1.15898)  0.341
H (-1.12685, 1.06696, 2.97471)  0.397
H (1.20399, 0.34161, 2.75877)  0.423

***

[4]
This record from the OMol25 dataset describes 2 unconnected molecules or ions with the total composition C8H4N2O2. The level of theory is ωB97M-V/def2-TZVPD.

Output
- energy above the lowest of the compared OMol25 structures with the same formula, charge and spin (kcal per mole) = 88.3
- SMILES = N#CC(=O)CO.C#CC#CC#N
- HOMO (eV) = -10.2
- orbital gap (Ha) = 0.3372
- charge = 0

Each line ends with the Mulliken charge.
Atoms and positions in Å:
N (0.78380, -1.79448, -1.52354)  -0.438
C (0.36750, -2.34776, -0.59293)  0.292
C (-0.17475, -3.06531, 0.56758)  0.541
O (-1.13944, -2.67860, 1.18294)  -0.475
C (0.55976, -4.35017, 0.91628)  -0.305
O (1.45350, -4.75690, -0.08408)  -0.515
H (1.07197, -4.19630, 1.88487)  0.263
H (-0.18846, -5.15959, 1.03601)  0.296
H (2.22413, -4.17109, -0.07111)  0.328
C (0.74179, 0.92470, -0.85098)  -0.046
C (0.28012, 1.98626, -0.52063)  -0.923
C (-0.21265, 3.27062, -0.22700)  0.458
C (-0.58775, 4.39570, -0.03023)  0.429
C (-1.13526, 5.64237, 0.24617)  -0.175
N (-1.64644, 6.65653, 0.46453)  -0.407
H (1.38593, 0.23819, -1.27724)  0.678

***

[5]
This record from the OMol25 dataset describes a molecular structure, C8H4N2O4Re. The level of theory is ωB97M-V/def2-TZVPD.

Output
- energy above the lowest of the compared OMol25 structures with the same formula, charge and spin (kcal per mole) = 0.0
- HOMO (spin up / spin down) (eV) = -18.5 / -18.3
- orbital gap (spin up / spin down) (Ha) = 0.2394 / 0.2476
- charge = +2
- spin multiplicity = 2

Each line ends with the Mulliken charge.
Atoms and positions in Å:
Re (-2.11474, -0.02660, -0.49354)  1.372
O (-0.09835, -2.15433, 2.38497)  -0.302
C (-0.44796, -1.39648, 1.43803)  0.594
O (-1.64680, -1.26436, 1.02200)  -0.625
C (0.56556, -0.57375, 0.74406)  0.425
C (1.93142, -0.49367, 0.94063)  -0.456
C (2.64673, 0.40270, 0.14434)  -0.369
C (1.99365, 1.18595, -0.80692)  -0.546
C (0.62635, 1.02038, -0.94453)  0.809
N (-0.05496, 0.16628, -0.18559)  -0.369
C (-0.31324, 1.74626, -1.91499)  0.145
O (-0.00334, 2.59306, -2.65727)  -0.280
O (-1.58235, 1.21838, -1.70278)  -0.518
H (-0.79590, -2.68335, 2.82407)  0.452
H (2.42313, -1.10844, 1.68351)  0.534
H (3.71896, 0.48852, 0.26588)  0.496
H (2.53237, 1.89815, -1.41934)  0.495
N (-5.26725, -0.57744, -0.69063)  -0.242
C (-4.11327, -0.44126, -0.63190)  0.385

***

[6]
This record from the OMol25 dataset describes a molecular structure, C8H4NO3S2Te4Zn. The level of theory is ωB97M-V/def2-TZVPD.

Output
- energy above the lowest of the compared OMol25 structures with the same formula, charge and spin (kcal per mole) = 35.4
- HOMO (eV) = -3.7
- orbital gap (Ha) = 0.2026
- charge = -1

Each line ends with the Mulliken charge.
Atoms and positions in Å:
Zn (1.99437, -1.53146, -0.55617)  0.178
Te (4.15807, -0.37801, -0.50545)  -0.296
Te (5.33462, -2.62762, 0.22776)  -0.086
Te (3.77171, -4.83878, 0.32662)  -0.131
Te (1.51678, -4.36041, -1.10383)  -0.445
O (-0.73003, 0.65505, -2.61341)  -0.629
S (-0.23289, 1.14511, -1.36087)  1.012
O (0.58990, 2.32466, -1.40452)  -0.646
N (0.56304, -0.02579, -0.52000)  -0.122
C (0.00460, -0.24149, 0.66532)  1.090
S (0.72500, -1.24633, 1.78202)  -0.466
C (-1.23896, 0.50359, 0.90293)  0.105
C (-2.08673, 0.44291, 1.99910)  -0.721
C (-3.21321, 1.25124, 1.99695)  -0.471
C (-3.49254, 2.10338, 0.93333)  -0.453
C (-2.65259, 2.15059, -0.17292)  -0.549
C (-1.53887, 1.34301, -0.16245)  0.182
H (-1.87359, -0.21580, 2.82931)  0.406
H (-3.89485, 1.21556, 2.83638)  0.367
H (-4.37168, 2.73290, 0.95900)  0.377
H (-2.85990, 2.79652, -1.01503)  0.411
O (4.93607, -2.14650, -3.03094)  -0.177
C (4.59165, -1.05233, -3.01314)  0.068

***

[7]
This record from the OMol25 dataset describes a gas-phase ion, C8H5N2 (charge +1). The level of theory is ωB97M-V/def2-TZVPD.

Output
- energy above the lowest of the compared OMol25 structures with the same formula, charge and spin (kcal per mole) = 104.7
- SMILES = C1=C=[N+]2CCC#CC2=CN=1
- HOMO (eV) = -14.2
- orbital gap (Ha) = 0.2969
- charge = +1

Each line ends with the Mulliken charge.
Atoms and positions in Å:
C (-3.20956, -0.94223, 0.19981)  0.535
C (-2.02188, -1.51216, 0.02899)  -0.391
N (-1.25929, -0.35369, 0.06399)  0.014
C (0.18733, -0.75627, -0.20105)  -0.476
C (1.38418, 0.18500, 0.21880)  -0.350
C (0.67438, 1.43553, 0.01561)  0.024
C (-0.52577, 1.85401, -0.02172)  -0.556
C (-1.62108, 0.97779, 0.01237)  0.961
C (-3.03306, 1.26825, -0.07546)  -0.395
N (-3.70842, 0.12544, -0.02193)  -0.173
H (0.01998, -0.89624, -1.31901)  0.404
H (0.46716, -1.68543, 0.27709)  0.313
H (2.10325, 0.13024, -0.47432)  0.367
H (1.73283, 0.27884, 1.26377)  0.313
H (-3.31799, 2.29548, -0.26412)  0.409